w.
Density functional theory data (wB97M-V/def2-TZVPD) for one molecule with the formula C2H5N5O.

Output
HOMO-LUMO gap: 9.35 eV
LUMO energy: 0.13 eV
SMILES: CO/N=c1\nn[nH][nH]1
Net charge: 0
E_HOMO: -9.218 eV

Positions of all 13 atoms, in Å:
1 C 2.78 -0.09 0.19
2 O 1.46 -0.53 0.05
3 N 0.63 0.66 0.10
4 C -0.58 0.33 -0.12
5 N -1.05 -1.05 -0.17
6 N -2.18 -1.19 0.12
7 N -2.79 -0.04 0.45
8 N -1.77 1.08 0.15
9 H 2.88 0.54 -0.52
10 H 3.20 -1.13 -0.17
11 H 2.85 -0.06 1.31
12 H -3.64 0.20 -0.33
13 H -1.80 1.28 -1.06

x.
Density functional theory data (wB97M-V/def2-TZVPD) for C2H5N5O as an isolated structure.

Output
HOMO-LUMO gap: 8.49 eV
LUMO energy: -0.11 eV
Net charge: 0
E_HOMO: -8.593 eV

Positions of all 13 atoms, in Å:
1 C 0.75 0.47 -0.12
2 C -1.35 1.15 -0.04
3 H 3.62 -0.97 0.55
4 H 2.30 -1.17 -1.01
5 H -2.16 1.72 -0.27
6 H -1.47 -1.57 1.37
7 H -2.85 -1.76 -0.11
8 N 2.35 -0.92 0.15
9 N 1.97 0.53 0.31
10 N -0.07 1.59 0.15
11 N -1.39 -0.29 -0.34
12 N -2.22 -0.99 0.55
13 O -0.04 -0.68 -0.67

y.
Density functional theory data (wB97M-V/def2-TZVPD) for C2H5N5O as an isolated structure.

Output
HOMO-LUMO gap: 8.69 eV
LUMO energy: 0.42 eV
Net charge: 0
E_HOMO: -8.266 eV

Positions of all 13 atoms, in Å:
1 C 1.06 -0.56 -0.19
2 C -1.20 0.00 -0.11
3 H 0.18 2.50 -0.68
4 H 0.07 2.29 0.98
5 H 2.27 1.01 0.34
6 H -1.68 -2.21 0.39
7 H -2.49 1.55 -0.52
8 N 0.42 1.89 0.10
9 N 0.12 0.58 -0.28
10 N 0.52 -1.76 -0.05
11 N -0.86 -1.46 0.12
12 N -2.49 0.46 0.15
13 O 2.32 0.03 0.13

y takes first place; second place is 0.1087 hartree up.

w.
Density functional theory data (wB97M-V/def2-TZVPD) for a 9-piece molecular cluster, C5H27NO10 overall.

Output
HOMO-LUMO gap: 10.31 eV
LUMO energy: 0.10 eV
SMILES: C[C@@H](CCO)NC=O.O.O.O.O.O.O.O.O
Net charge: 0
E_HOMO: -10.209 eV

Positions of all 43 atoms, in Å:
1 C -0.86 2.22 2.02
2 C -0.32 1.26 0.98
3 C 0.35 0.05 1.60
4 C 1.13 -0.83 0.61
5 O 2.47 -1.04 1.07
6 N -1.37 0.84 0.01
7 C -1.54 1.43 -1.19
8 O -1.98 0.89 -2.20
9 H -1.56 1.71 2.67
10 H -1.41 3.03 1.56
11 H -0.12 2.72 2.64
12 H 0.45 1.76 0.41
13 H -0.31 -0.53 2.23
14 H 1.13 0.48 2.25
15 H 0.70 -1.82 0.61
16 H 1.10 -0.38 -0.37
17 H 2.62 -1.96 1.29
18 H -1.60 -0.13 0.21
19 H -1.23 2.49 -1.17
20 O 4.21 0.41 2.73
21 H 3.63 -0.20 2.23
22 H 4.14 1.29 2.34
23 O -1.42 -1.60 -3.04
24 H -1.84 -0.98 -2.39
25 H -1.71 -1.17 -3.86
26 O -2.96 -1.46 0.58
27 H -2.30 -2.13 0.28
28 H -3.61 -1.92 1.14
29 O 1.66 3.04 -1.96
30 H 2.42 3.27 -1.40
31 H 1.45 2.13 -1.69
32 O -1.18 -3.86 -1.30
33 H -1.04 -3.21 -2.01
34 H -1.43 -4.70 -1.68
35 O 3.23 1.01 -0.82
36 H 3.19 0.46 -1.62
37 H 3.12 0.43 -0.06
38 O -3.95 1.06 1.74
39 H -3.15 0.51 1.56
40 H -4.61 0.90 1.07
41 O 1.83 -1.83 -2.14
42 H 0.94 -1.62 -1.85
43 H 1.75 -2.04 -3.07

x.
Density functional theory data (wB97M-V/def2-TZVPD) for a 9-piece molecular cluster, C5H27NO10 overall.

Output
HOMO-LUMO gap: 9.41 eV
LUMO energy: 0.21 eV
SMILES: CN(C)C(=O)CCO.O.O.O.O.O.O.O.O
Net charge: 0
E_HOMO: -9.203 eV

Positions of all 43 atoms, in Å:
1 C 0.15 3.05 0.55
2 N 0.56 1.71 1.14
3 C -0.75 0.98 1.49
4 C 1.46 0.89 0.45
5 O 2.44 1.34 -0.08
6 C 1.58 -0.61 0.82
7 C 2.31 -0.83 2.28
8 O 1.07 -1.07 3.06
9 H -0.26 3.66 1.38
10 H 0.94 3.64 0.16
11 H -0.66 3.06 -0.12
12 H -1.24 0.52 0.73
13 H -1.41 1.69 1.88
14 H -0.56 0.22 2.31
15 H 0.65 -1.17 0.98
16 H 2.05 -1.15 0.00
17 H 2.75 -1.74 2.30
18 H 2.86 -0.11 2.83
19 H 0.78 -0.19 3.24
20 O -1.12 -0.96 -2.01
21 H -1.22 -1.32 -1.20
22 H -0.24 -1.29 -2.32
23 O -3.54 -0.06 -1.15
24 H -3.79 -0.81 -0.74
25 H -2.97 -0.61 -1.83
26 O -2.65 2.54 -0.85
27 H -3.04 2.83 -1.70
28 H -2.64 1.58 -0.70
29 O -0.98 1.65 -2.37
30 H -0.96 0.66 -2.22
31 H -0.08 1.96 -2.20
32 O -1.05 -2.23 2.29
33 H -1.09 -3.21 2.23
34 H -0.20 -2.06 2.66
35 O -1.50 -2.92 -0.13
36 H -0.98 -2.78 0.65
37 H -2.42 -2.95 0.11
38 O 2.93 0.40 -2.56
39 H 2.52 0.57 -1.72
40 H 3.35 1.27 -2.77
41 O 1.97 -2.06 -2.16
42 H 2.46 -2.89 -2.50
43 H 2.53 -1.23 -2.22

w takes first place; second place is 0.1124 hartree up.

w.
Density functional theory data (wB97M-V/def2-TZVPD) for an isolated ion of composition C4H6ClN2O and charge +1.

Output
HOMO-LUMO gap: 10.23 eV
LUMO energy: -3.23 eV
SMILES: COc1[nH]c(Cl)c[nH+]1
Net charge: +1
E_HOMO: -13.458 eV

Positions of all 14 atoms, in Å:
1 C -0.84 -0.74 1.53
2 O 0.36 -0.58 0.70
3 C 0.40 0.09 -0.43
4 N -0.22 1.19 -0.87
5 C 0.26 1.53 -2.07
6 Cl -0.50 2.85 -2.85
7 C 1.20 0.61 -2.48
8 N 1.29 -0.29 -1.45
9 H -0.59 -1.51 2.29
10 H -1.65 -0.88 0.94
11 H -1.02 0.27 2.04
12 H -0.71 1.93 -0.28
13 H 1.63 0.62 -3.47
14 H 1.91 -1.06 -1.16

x.
Density functional theory data (wB97M-V/def2-TZVPD) for an isolated ion of composition C4H6ClN2O and charge +1.

Output
HOMO-LUMO gap: 9.03 eV
LUMO energy: -6.02 eV
SMILES: O[C@]1(Cl)CC=NC=[NH+]1
Net charge: +1
E_HOMO: -15.056 eV

Positions of all 14 atoms, in Å:
1 O -1.41 -0.15 -1.29
2 C -0.94 -0.12 -0.06
3 Cl -2.11 -0.52 1.41
4 C -0.13 1.34 0.35
5 C 1.07 1.08 -0.48
6 N 1.78 0.04 -0.18
7 C 1.38 -1.00 0.38
8 N 0.06 -1.20 0.29
9 H -2.12 -0.60 -1.67
10 H 0.15 1.15 1.38
11 H -0.85 2.17 0.22
12 H 1.55 1.68 -1.21
13 H 2.06 -1.83 0.69
14 H -0.50 -2.04 0.18

w takes first place; second place is 0.0713 hartree up.